# 1
The following is a quantum chemistry calculation of C30H38AuGe2N8P as an isolated structure at a distorted geometry, from the OMol25 dataset.

Properties
- LUMO level (alpha / beta) (eV) = -9.27 / -11.09
- orbital gap (alpha / beta) (eV) = 7.21 / 5.33
- multiplicity = 2
- electronic energy (eV) = -169635.9105
- molecular weight (g/mol) = 883.85
- energy above the lowest of the compared OMol25 structures with the same formula, charge and spin (kJ/mol) = 33.60
- net charge = +3
- E_HOMO (alpha / beta) (eV) = -16.48 / -16.42

Element x y z (Å)
Au 0.1113 0.1097 -0.6666
C 2.7511 4.0464 -3.7843
N 1.6094 3.4528 -3.0838
C 0.3432 3.9530 -3.0731
C -0.3984 3.1229 -2.2786
N 0.4056 2.1280 -1.8065
C 1.6132 2.3323 -2.3132
P 3.1405 1.4326 -1.9025
C 2.8019 1.2479 -0.1044
N 1.7002 0.7615 0.4897
C 1.9015 0.8032 1.8437
C 3.1361 1.3241 2.0730
N 3.6855 1.5952 0.8510
C 5.0299 2.1415 0.6328
C 2.7370 -0.2909 -2.3401
N 1.7637 -1.0379 -1.8364
C 1.9136 -2.2921 -2.3574
C 3.0047 -2.3029 -3.1804
N 3.5209 -1.0424 -3.1568
C 4.7248 -0.6055 -3.8699
H 2.3972 4.8677 -4.3998
H 3.2301 3.3115 -4.4261
H 3.4769 4.4326 -3.0720
H 0.0677 4.8481 -3.6052
H -1.4406 3.1942 -2.0168
H 1.1725 0.4485 2.5477
H 3.6577 1.5163 2.9951
H 5.4911 2.3205 1.5989
H 4.9771 3.0795 0.0863
H 5.6395 1.4340 0.0762
H 1.2579 -3.1064 -2.0952
H 3.4419 -3.0998 -3.7583
H 5.0328 -1.3915 -4.5524
H 5.5347 -0.4163 -3.1690
H 4.5220 0.2948 -4.4435
C -3.6796 0.6251 4.4970
Ge -2.5667 1.2285 3.0345
C -3.5080 2.1141 1.5666
C -1.0145 2.2714 3.5805
Ge -1.3313 -0.6624 1.3648
C -2.8002 -1.7601 0.6971
C -2.4370 -2.8456 -0.0998
C -3.4237 -3.6746 -0.6123
C -4.7649 -3.4000 -0.3669
C -5.1243 -2.3130 0.4174
C -4.1414 -1.4883 0.9480
C -0.1217 -1.6311 2.5495
C 0.7051 -2.5804 1.9501
C 1.5050 -3.3823 2.7515
C 1.5173 -3.2005 4.1296
C 0.7196 -2.2285 4.7189
C -0.0944 -1.4299 3.9273
H -4.0780 1.5457 4.9351
H -3.1037 0.0954 5.2529
H -4.5060 0.0007 4.1650
H -3.9634 3.0074 2.0058
H -4.2959 1.5039 1.1320
H -2.8052 2.4246 0.7940
H -1.4189 3.2279 3.9269
H -0.3337 2.4580 2.7519
H -0.4795 1.8062 4.4063
H -1.3941 -3.0604 -0.3077
H -3.1476 -4.5421 -1.1983
H -5.5316 -4.0340 -0.7921
H -6.1674 -2.1077 0.6191
H -4.4304 -0.6549 1.5755
H 0.7276 -2.7024 0.8723
H 2.1241 -4.1458 2.2992
H 2.1707 -3.8043 4.7451
H 0.7288 -2.0913 5.7921
H -0.7119 -0.6695 4.3916
N -2.6476 -1.2962 -3.4554
C -3.4903 -0.4665 -2.7554
C -2.7371 0.0837 -1.7722
N -1.4514 -0.4124 -1.8819
C -1.4305 -1.2431 -2.9093
H -2.9093 -1.8586 -4.2518
H -4.5239 -0.3270 -3.0200
H -3.0194 0.7886 -1.0122
H -0.5681 -1.7814 -3.2640

# 2
The following is a quantum chemistry calculation of an isolated molecule of C24H32N2O3, from the OMol25 dataset.

Properties
- LUMO level (eV) = 0.70
- orbital gap (eV) = 9.15
- multiplicity = 1
- electronic energy (eV) = -34530.5593
- molecular weight (g/mol) = 396.53
- energy above the lowest of the compared OMol25 structures with the same formula, charge and spin (kJ/mol) = 110.95
- SMILES string = COC[C@@H](C)N1CCC(Oc2cccc(C(=O)NCCc3ccccc3)c2)CC1
- E_HOMO (eV) = -8.44

Element x y z (Å)
C -3.9245 -2.2648 1.4966
O -3.5809 -1.3295 0.5073
C -4.5747 -0.3465 0.3246
C -4.1535 0.6567 -0.7660
N -2.8799 1.3227 -0.5523
C -2.6352 1.7831 0.7996
C -1.4775 2.7762 0.8022
H -1.7213 3.6257 0.1642
H -1.2958 3.1433 1.8131
C -0.2148 2.1125 0.2572
C -0.5250 1.5507 -1.1313
C -1.7244 0.6084 -1.0596
H -1.9530 0.2453 -2.0641
H -1.4729 -0.2589 -0.4319
H -0.7569 2.3872 -1.7922
H 0.3378 1.0201 -1.5381
H 0.0895 1.3012 0.9348
O 0.7858 3.1171 0.2143
C 2.1031 2.8004 0.1297
C 2.6365 1.5165 0.1086
C 4.0175 1.3403 0.0473
C 4.8634 2.4410 0.0178
C 4.3316 3.7188 0.0244
C 2.9662 3.8996 0.0767
H 2.5299 4.8859 0.0904
H 4.9852 4.5774 -0.0072
H 5.9289 2.2758 -0.0112
C 4.6544 -0.0108 0.0380
O 5.7418 -0.2224 0.5399
N 3.9582 -0.9693 -0.6202
H 3.0385 -0.7642 -0.9742
C 4.3899 -2.3448 -0.6606
H 5.4633 -2.3458 -0.4588
H 4.2050 -2.7428 -1.6625
C 3.6636 -3.2020 0.3910
C 2.1768 -3.1115 0.2034
C 1.5510 -3.8143 -0.8194
C 0.1906 -3.6852 -1.0348
C -0.5658 -2.8540 -0.2260
C 0.0475 -2.1573 0.8017
C 1.4101 -2.2795 1.0101
H 1.8868 -1.7299 1.8104
H -0.5415 -1.5173 1.4434
H -1.6259 -2.7427 -0.3955
H -0.2821 -4.2361 -1.8349
H 2.1366 -4.4696 -1.4490
H 3.9996 -4.2350 0.2873
H 3.9400 -2.8431 1.3833
H 1.9885 0.6548 0.1756
H -3.5317 2.2802 1.1731
H -2.3891 0.9458 1.4765
C -5.2578 1.7026 -0.9429
H -6.1782 1.2301 -1.2754
H -4.9450 2.4305 -1.6851
H -5.4564 2.2239 -0.0103
H -4.0569 0.0984 -1.7029
H -4.7600 0.1785 1.2744
H -5.5200 -0.8232 0.0197
H -4.0831 -1.7762 2.4667
H -4.8388 -2.8085 1.2274
H -3.0951 -2.9652 1.5757

# 3
The following is a quantum chemistry calculation of a 2-piece molecular cluster, C2H4N2O overall at a distorted geometry, from the OMol25 dataset.

Properties
- LUMO level (alpha / beta) (eV) = -0.94 / -0.94
- orbital gap (alpha / beta) (eV) = 7.64 / 7.63
- multiplicity = 1
- electronic energy (eV) = -7162.9261
- molecular weight (g/mol) = 72.07
- energy above the lowest of the compared OMol25 structures with the same formula, charge and spin (kJ/mol) = 342.86
- E_HOMO (alpha / beta) (eV) = -8.58 / -8.57

Element x y z (Å)
C 1.0501 1.2165 0.3702
C -1.0804 0.3945 -0.3456
N -0.2153 1.0040 0.3554
N -0.0282 -1.4371 -0.2629
O -2.2180 0.3599 -0.6414
H 1.4653 1.4712 1.3119
H 1.6890 0.8822 -0.4160
H -0.4439 -1.7311 0.6411
H -0.2187 -2.1600 -1.0127

- Which formula does entry 3 have?
  C2H4N2O